{
  "formula": "C47H75N18O8P",
  "method": "ωB97M-V/def2-TZVPD",
  "e_lumo_ev": 0.22,
  "e_tot_ev": -102444.046,
  "mol_weight_g_mol": 1051.21,
  "homo_ev": -9.48,
  "elements": ["P", "O", "O", "O", "O", "O", "O", "O", "O", "N", "N", "N", "N", "N", "N", "N", "N", "N", "N", "N", "N", "N", "N", "N", "N", "N", "N", "C", "C", "C", "C", "C", "C", "C", "C", "C", "C", "C", "C", "C", "C", "C", "C", "C", "C", "C", "C", "C", "C", "C", "C", "C", "C", "C", "C", "C", "C", "C", "C", "C", "C", "C", "C", "C", "C", "C", "C", "C", "C", "C", "C", "C", "C", "C", "H", "H", "H", "H", "H", "H", "H", "H", "H", "H", "H", "H", "H", "H", "H", "H", "H", "H", "H", "H", "H", "H", "H", "H", "H", "H", "H", "H", "H", "H", "H", "H", "H", "H", "H", "H", "H", "H", "H", "H", "H", "H", "H", "H", "H", "H", "H", "H", "H", "H", "H", "H", "H", "H", "H", "H", "H", "H", "H", "H", "H", "H", "H", "H", "H", "H", "H", "H", "H", "H", "H", "H", "H", "H", "H"],
  "coordinates": [[0.6591, 1.9294, 0.9269], [1.1051, 0.5568, 1.6120], [1.7711, 2.1546, -0.1738], [-3.1114, 2.0415, -0.1891], [-2.6425, 0.7917, -2.0433], [0.4969, 3.0145, 1.9001], [-0.9470, -3.0120, -1.8412], [-1.8631, 3.8324, 0.2659], [-3.9423, -0.1117, -0.4752], [4.7962, 5.7765, -3.8162], [9.0025, 6.8437, -6.5388], [-3.9905, -0.4410, 7.0594], [-3.9620, 2.1776, 3.2626], [0.7731, 2.4435, -4.5847], [0.9670, -4.2109, 3.2152], [0.6032, 4.2992, -7.3968], [8.2731, -2.4503, -6.4285], [-0.5048, -7.4633, 0.5970], [-4.6863, -3.7017, 4.8511], [6.8807, 2.5117, -4.6409], [0.9952, 0.1814, 8.0723], [-7.8453, 1.9070, -4.8586], [-0.8375, -6.8410, -4.0474], [-4.5996, -2.4291, -3.6273], [1.4856, -7.5249, 6.1211], [-2.2352, 6.4983, 5.5736], [4.7760, 1.4908, -0.6966], [-0.6578, 2.3251, -8.5395], [0.0189, 7.3670, 4.5937], [-4.0023, -1.2752, 1.7337], [-1.2358, -7.5761, 1.4783], [0.5844, 0.1842, 9.1471], [7.5302, -1.7180, -5.9432], [-4.5021, -0.1172, 0.8533], [-5.5680, -3.0361, 5.1738], [-0.2718, -3.9126, 0.3892], [-1.6744, 0.4199, 6.2321], [4.2688, 4.9219, -4.3818], [-3.9175, -3.3491, -3.7494], [-1.5533, 0.2988, 0.0091], [5.4768, 3.9756, -1.0549], [-2.9726, -0.0584, 6.6822], [-3.7433, 3.3060, 3.1890], [-7.0304, 1.5383, -4.1353], [-1.2437, 6.8901, 5.1411], [6.4366, 6.6939, -6.9686], [1.5195, -6.4792, 6.6010], [-5.9984, 1.0716, -3.2193], [1.6402, -5.1401, 3.1283], [-3.5873, -0.8203, 3.1323], [-2.1596, -7.7191, 2.5942], [-3.4571, 4.7280, 3.0937], [0.0450, 3.4319, -7.9066], [-6.6866, -2.1987, 5.5799], [5.0932, 2.5857, -0.8574], [0.0507, 3.1758, -4.0683], [-1.6407, -1.9204, -1.2598], [0.0482, 0.1924, 10.5013], [-0.7502, -0.8413, -0.6699], [8.4881, 4.3609, -3.7524], [1.5635, -5.1451, 7.1838], [7.8693, 6.7819, -6.7315], [0.1030, -3.5472, -1.0505], [-0.0302, -7.3068, -3.3724], [-0.8167, 1.6431, -0.0861], [2.4588, -6.3374, 3.0293], [-3.0369, -4.5009, -3.9099], [7.5897, 3.3336, -4.2571], [0.9913, -7.8960, -2.5173], [-1.9336, 2.6682, 0.0473], [3.5863, 3.8257, -5.0476], [6.5908, -0.7884, -5.3300], [-0.8526, 4.1156, -3.4200], [-2.8559, 0.6905, -0.6626], [-1.6784, 0.0200, 1.0541], [-2.5290, -6.7392, 2.8925], [-3.1435, -1.7481, 1.2621], [5.2257, 4.2760, -2.0692], [0.9762, -2.8889, -1.0701], [-0.8948, -0.2485, 6.5833], [-2.0300, -4.2289, -3.6015], [-1.0049, -0.0818, 10.4807], [-0.0916, -1.2404, 0.0996], [-0.9600, 2.6078, -9.5457], [7.0460, 0.1936, -5.2269], [-1.6539, 0.4593, 5.1446], [0.1500, 1.1867, 10.9310], [8.0791, 4.7879, -2.8391], [4.2558, 2.9671, -5.0966], [-3.5591, 5.0474, 2.0579], [0.8200, 6.6856, 4.8723], [-3.0215, -4.8161, -4.9506], [-2.6833, -0.2097, 3.0802], [2.4927, -6.6955, 2.0017], [-4.1438, 5.2900, 3.7226], [-2.9994, -8.3441, 2.2979], [4.9376, 4.6145, -0.3581], [-5.3246, 0.3862, -3.7321], [0.2383, 8.3588, 4.9836], [-2.4402, 4.9144, 3.4247], [0.5179, -8.4027, -1.6794], [-0.2403, -4.9841, 0.5424], [0.5919, -0.5206, 11.1175], [0.3816, 0.1264, 2.0851], [-0.0448, 7.4134, 3.5084], [3.2952, 4.1203, -6.0550], [-0.5056, 1.7426, -1.1290], [-5.5755, -0.2282, 0.7171], [-6.4480, 0.5494, -2.3783], [-3.2567, 1.4830, -2.3219], [-0.0038, 1.4573, -8.5912], [-1.4897, 1.4167, 6.6262], [1.5854, -8.6069, -3.0883], [1.6421, -7.1148, -2.1302], [-2.2469, -1.4925, -2.0524], [2.0363, -7.1121, 3.6667], [-7.1727, -2.6334, 6.4507], [0.6943, -4.9945, 7.8206], [-1.6479, -8.1797, 3.4372], [6.2491, 6.1608, -7.8990], [2.4679, -5.0323, 7.7781], [0.4690, -3.4967, 1.0615], [3.4709, -6.1173, 3.3638], [-4.3505, 0.8298, 1.3684], [-3.3768, -1.6941, 3.7430], [-0.3756, 5.0907, -3.3440], [-0.1066, -0.4549, -1.4614], [-1.7654, 4.2106, -4.0045], [6.5463, 4.0923, -0.8904], [-1.0997, 3.7600, -2.4212], [-4.3673, -0.1995, 3.5682], [-5.4356, 1.9260, -2.8441], [1.5575, -4.3991, 6.3906], [-1.5413, 2.0693, -7.9585], [-7.4043, -2.1317, 4.7642], [6.0124, 7.6932, -7.0404], [6.3038, -1.1507, -4.3447], [0.4132, -4.4502, -1.5772], [-4.7759, -2.0372, 1.8170], [-2.3498, -2.3063, -0.5267], [-6.3262, -1.2034, 5.8339], [2.6885, 3.5453, -4.4926], [2.6550, 1.9716, 0.1923], [8.6062, 5.1514, -4.4926], [5.7005, -0.7018, -5.9496], [-3.3839, -5.3275, -3.2946], [9.4623, 3.9244, -3.5411], [-1.2649, -3.5862, 0.6867], [5.9532, 6.1630, -6.1509]],
  "atomic_forces_ev_per_a": [[-0.34, 1.07, 0.73], [-0.23, -0.38, -0.48], [0.29, -0.40, 0.21], [-0.29, -0.18, -0.06], [0.04, 0.24, 0.39], [-0.07, -0.13, -0.02], [0.20, 0.22, -0.02], [-0.08, 0.57, -0.03], [-0.25, 0.52, 0.37], [-0.07, -0.24, -0.29], [-0.41, -0.06, -0.01], [0.30, 0.12, -0.15], [0.07, 0.71, 0.02], [-0.43, 0.15, 0.27], [0.33, -0.28, 0.26], [-0.17, -0.25, -0.20], [-0.23, 0.23, 0.16], [-0.19, -0.11, 0.29], [-0.34, 0.19, 0.09], [0.20, 0.39, 0.13], [-0.08, -0.03, 0.43], [0.27, -0.09, 0.22], [0.29, -0.17, 0.25], [0.23, -0.28, -0.05], [0.01, 0.39, 0.16], [0.32, 0.17, -0.13], [0.02, 0.38, 0.03], [-0.01, -0.02, -0.02], [0.02, 0.02, -0.02], [0.22, 0.17, 0.06], [0.28, 0.02, -0.33], [0.15, 0.01, -0.41], [0.26, -0.28, -0.18], [-0.20, -0.45, 0.47], [0.42, -0.30, -0.10], [0.38, -0.02, -0.20], [-0.05, 0.00, -0.13], [0.09, 0.29, 0.25], [-0.23, 0.35, 0.04], [1.36, -0.27, -0.57], [0.00, -0.04, -0.05], [-0.45, -0.15, 0.16], [-0.04, -0.44, 0.01], [-0.31, 0.12, -0.26], [-0.34, -0.18, 0.20], [-0.10, -0.02, -0.10], [-0.03, -0.40, -0.25], [0.10, -0.04, -0.04], [-0.35, 0.28, 0.05], [-0.06, -0.25, -0.34], [-0.02, 0.06, 0.04], [-0.07, 0.05, -0.12], [0.26, 0.35, 0.26], [-0.03, 0.08, -0.03], [-0.11, -0.39, 0.15], [0.28, -0.33, -0.23], [-0.29, -0.30, -0.08], [-0.01, 0.00, 0.03], [-0.30, 0.16, 0.11], [0.05, 0.08, -0.03], [-0.01, 0.03, 0.02], [0.47, 0.01, 0.09], [-0.04, -0.45, -0.08], [-0.32, 0.20, -0.26], [-0.09, -0.01, -0.09], [0.10, -0.12, -0.03], [-0.01, 0.08, -0.04], [-0.29, -0.34, -0.11], [0.01, -0.06, 0.00], [0.20, -0.51, 0.25], [-0.01, -0.10, -0.02], [0.03, -0.03, 0.01], [-0.02, -0.04, 0.01], [-0.15, -0.10, -0.34], [-0.61, 0.16, 0.07], [-0.01, 0.01, 0.02], [-0.03, -0.12, -0.16], [0.08, 0.08, 0.03], [-0.08, 0.21, 0.04], [0.06, 0.01, -0.01], [0.00, -0.02, 0.05], [-0.01, 0.00, 0.01], [0.07, -0.16, -0.07], [-0.01, -0.01, -0.01], [-0.05, 0.00, 0.00], [-0.05, 0.03, -0.01], [0.00, 0.00, 0.01], [-0.01, 0.03, -0.01], [0.02, 0.01, -0.01], [0.03, -0.03, -0.02], [0.01, -0.01, -0.01], [0.00, -0.03, 0.00], [-0.04, 0.12, 0.03], [-0.06, 0.06, -0.02], [0.03, 0.00, 0.05], [-0.01, 0.00, 0.00], [-0.01, -0.01, 0.02], [-0.02, -0.08, 0.06], [0.01, 0.01, -0.01], [0.03, 0.00, 0.01], [0.01, 0.04, 0.04], [-0.07, -0.20, -0.07], [0.00, 0.00, 0.02], [0.20, 0.00, 0.22], [0.02, -0.01, -0.01], [-0.07, 0.00, 0.02], [0.22, -0.03, -0.06], [-0.04, 0.08, -0.21], [0.03, -0.03, 0.01], [-0.06, -0.18, -0.27], [0.00, -0.02, 0.01], [0.03, 0.01, 0.00], [0.00, 0.01, -0.02], [0.00, 0.01, 0.02], [0.02, -0.08, -0.12], [0.03, -0.02, 0.02], [-0.01, 0.01, 0.01], [-0.01, 0.02, 0.00], [0.00, 0.00, 0.02], [0.01, 0.01, -0.02], [0.00, 0.01, 0.01], [-0.17, 0.18, 0.20], [0.02, -0.02, 0.01], [0.18, 0.07, -0.25], [-0.07, 0.02, 0.19], [-0.01, 0.01, 0.02], [-0.03, 0.15, -0.05], [-0.01, 0.02, -0.01], [0.00, -0.01, 0.01], [-0.01, 0.08, 0.03], [0.12, -0.14, 0.24], [-0.05, 0.03, 0.04], [-0.02, 0.00, -0.01], [-0.01, -0.02, 0.00], [-0.02, 0.01, 0.01], [-0.02, 0.01, 0.01], [-0.02, 0.01, 0.01], [-0.06, -0.01, -0.11], [0.00, -0.10, -0.06], [0.00, 0.08, 0.18], [0.05, -0.01, 0.03], [0.21, 0.07, -0.13], [0.12, 0.01, -0.43], [0.02, 0.00, 0.00], [-0.01, 0.01, 0.00], [0.02, -0.02, 0.00], [0.01, 0.00, -0.01], [-0.01, 0.18, -0.01], [0.02, 0.04, 0.05]]
}